A structure of composition C22H44InN3OP2 at a distorted geometry. Source: the OMol25 dataset; level of theory: ωB97M-V with the def2-TZVPD basis set.

Its total charge is +2. The energy above the lowest of the compared OMol25 structures with the same formula, charge and spin is 682.7 kJ/mol.

The geometry in XYZ format:
```
73
Properties=species:S:1:pos:R:3:mulliken_charge:R:1
In 0.000 0.000 0.000 3.53
P -0.055 -2.226 -0.389 -0.43
P -0.055 2.254 -0.159 -0.45
N 0.151 0.106 -2.072 -0.22
C 0.008 -2.319 -2.245 -0.84
H 0.473 -3.250 -2.614 0.38
H -1.036 -2.281 -2.606 0.56
C 0.745 -1.058 -2.704 -1.06
H 1.840 -1.172 -2.488 0.18
H 0.669 -0.975 -3.813 0.58
C 0.745 1.329 -2.582 -0.99
H 0.669 1.360 -3.693 0.60
H 1.840 1.420 -2.355 0.17
C 0.008 2.536 -1.995 -0.83
H -1.036 2.536 -2.358 0.56
H 0.473 3.500 -2.267 0.38
C 1.449 3.172 0.490 0.63
C 1.777 2.820 1.951 -1.56
H 2.775 3.216 2.211 0.53
H 1.787 1.732 2.117 0.41
H 1.047 3.263 2.648 0.18
C -1.631 3.124 0.393 0.56
C -1.752 3.182 1.926 -1.23
H -2.780 3.469 2.212 0.53
H -1.069 3.939 2.348 0.24
H -1.522 2.212 2.396 0.21
C -1.631 -3.148 0.071 0.57
C -1.752 -3.362 1.590 -1.05
H -2.780 -3.677 1.845 0.42
H -1.522 -2.446 2.157 -0.13
H -1.069 -4.158 1.932 0.30
C 1.449 -3.206 0.162 0.37
C 1.777 -3.004 1.652 -1.17
H 2.775 -3.426 1.870 0.53
H 1.047 -3.517 2.300 0.13
H 1.787 -1.940 1.929 0.18
C 1.756 -0.006 0.118 -0.13
O 2.930 -0.008 0.151 -0.25
C -1.919 4.489 -0.254 -1.40
H -1.242 5.272 0.123 0.29
H -1.830 4.458 -1.352 0.31
H -2.952 4.800 -0.011 0.46
C -1.919 -4.440 -0.712 -1.45
H -2.952 -4.773 -0.503 0.45
H -1.830 -4.296 -1.802 0.34
H -1.242 -5.257 -0.417 0.29
C 1.453 -4.695 -0.217 -1.47
H 2.464 -5.114 -0.062 0.41
H 0.758 -5.270 0.418 0.30
H 1.178 -4.864 -1.272 0.32
C 1.453 4.692 0.265 -1.45
H 0.758 5.200 0.955 0.33
H 2.464 5.094 0.462 0.43
H 1.178 4.969 -0.767 0.31
H 2.239 2.725 -0.145 0.50
H 2.239 -2.696 -0.423 0.46
H -2.391 2.410 0.021 0.39
H -2.391 -2.399 -0.226 0.21
H -2.859 -0.237 -1.193 0.15
H -2.942 -0.059 -0.414 -0.11
N -0.736 -2.624 4.140 -0.30
C -0.665 -1.209 3.898 0.69
C -0.758 -0.608 5.200 -0.81
C -0.505 0.700 5.408 -0.94
C -0.144 1.393 4.322 -0.67
C -0.134 0.762 3.068 0.85
N -0.438 -0.447 2.637 0.00
H -0.332 -3.357 3.604 0.14
H -1.024 -3.010 5.054 0.23
H -0.960 -1.181 6.099 0.31
H -0.542 1.149 6.393 0.49
H 0.095 2.441 4.430 0.42
H 0.048 1.302 2.278 -0.91
```

***

The ion C4H10ClN2 with charge +1 at a distorted geometry. Source: the OMol25 dataset; level of theory: ωB97M-V with the def2-TZVPD basis set.

Its total charge is +1. As for the SMILES: C/[NH+]=C(\Cl)[C@H](C)N. The energy above the lowest of the compared OMol25 structures with the same formula, charge and spin is 8.0 kJ/mol.

The geometry in XYZ format:
```
17
Properties=species:S:1:pos:R:3:nbo_charge:R:1
C 0.535 -0.408 -0.681 0.32
C -1.587 -1.585 0.259 -0.64
C 1.900 1.494 -1.403 -0.44
C -0.273 -0.953 0.685 -0.06
N 1.053 0.752 -0.517 -0.46
N -0.348 0.193 1.542 -0.85
Cl 0.686 -1.348 -2.043 0.18
H -2.219 -0.872 -0.260 0.22
H -2.119 -1.942 1.139 0.25
H -1.408 -2.438 -0.386 0.24
H 1.719 1.212 -2.439 0.24
H 2.947 1.289 -1.161 0.24
H 1.725 2.561 -1.272 0.25
H 0.404 -1.710 1.091 0.24
H -1.268 0.620 1.524 0.40
H 0.799 1.120 0.432 0.47
H -0.101 -0.012 2.501 0.41
```

***

A structure of composition C9H19F2IIn at a distorted geometry. Source: the OMol25 dataset; level of theory: ωB97M-V with the def2-TZVPD basis set.

Its total charge is -1.

The geometry in XYZ format:
```
32
Properties=species:S:1:pos:R:3:mulliken_charge:R:1
C -0.496 -0.181 3.135 -0.77
C -0.637 -1.143 1.886 -0.89
In -0.475 0.144 0.048 0.89
C 0.086 -0.988 -1.830 -1.25
C 1.575 -0.823 -2.278 -0.14
C 1.856 -1.929 -3.375 -1.23
I 1.920 1.075 -3.298 -0.03
C -2.505 1.068 -0.334 -0.02
C -3.416 1.140 0.920 -1.05
F -2.451 2.322 -0.988 -0.35
C 1.171 1.644 0.443 0.07
C 2.400 0.849 1.036 -0.98
F 0.820 2.633 1.410 -0.39
H 0.571 0.074 3.243 0.16
H -1.030 0.770 2.990 0.18
H -0.822 -0.707 4.052 0.35
H 0.157 -1.903 1.991 0.30
H -1.652 -1.578 1.914 0.29
H -0.581 -0.773 -2.689 0.36
H -0.052 -2.072 -1.618 0.30
H 2.269 -0.999 -1.446 0.29
H 1.908 -2.931 -2.923 0.33
H 1.007 -1.859 -4.076 0.33
H 2.768 -1.649 -3.929 0.43
H -3.027 0.383 -1.041 0.15
H -2.963 1.754 1.716 0.18
H -4.420 1.521 0.646 0.38
H -3.551 0.126 1.336 0.23
H 1.522 2.186 -0.449 0.18
H 2.495 1.012 2.119 0.34
H 3.347 1.066 0.511 0.23
H 2.208 -0.233 0.880 0.13
```

***

E per entry: -53775.4634 -19806.2552 -28349.4217 eV
HOMO energy per entry: -13.62 -14.77 -4.39 eV